127
Properties=species:S:1:pos:R:3 method="wB97M-V/def2-TZVPD" homo_ev="0.936 / -0.563" spin_multiplicity=2 e_tot_ev=-92335.849 homo_lumo_gap_ev="2.881 / 4.380" charge=-2 lumo_energy_ev="3.817 / 3.817"
C -0.5553 -6.0717 1.4021
C 0.3836 -5.4330 0.5826
C 0.8170 -4.1423 0.8949
C 0.2816 -3.4432 1.9960
C 0.6405 -2.0166 2.2111
C -0.1025 -1.1472 3.0693
C 0.1695 0.2158 3.3990
C 1.4247 0.8669 3.4252
C 1.4504 2.2913 3.5200
C 2.6434 2.9901 3.5303
C 3.8584 2.2985 3.4128
C 3.8584 0.9026 3.3054
C 2.6675 0.1892 3.3610
Pd -0.4336 -0.7204 0.8120
P -2.6152 -1.1291 0.5143
C -3.3773 -1.8344 1.9991
C -3.7045 -3.1959 2.0759
C -4.1653 -3.7302 3.2782
C -4.2863 -2.9192 4.4085
C -3.9826 -1.5564 4.3316
C -3.5446 -1.0086 3.1250
C -3.6527 0.2870 0.0860
C -5.0521 0.1841 0.1530
C -5.8435 1.2957 -0.1444
C -5.2426 2.5153 -0.4747
C -3.8484 2.6234 -0.5338
C -3.0566 1.5044 -0.2760
C -2.7521 -2.3983 -0.7648
C -4.0022 -2.7800 -1.2714
C -4.0715 -3.7722 -2.2522
C -2.9024 -4.3747 -2.7297
C -1.6566 -4.0053 -2.2154
C -1.5885 -3.0213 -1.2331
P 0.7520 0.4684 -0.7240
C 2.1919 -0.5526 -1.1366
C 2.3627 -1.1434 -2.4002
C 3.4352 -2.0109 -2.6223
C 4.3486 -2.2768 -1.5972
C 4.1926 -1.6801 -0.3394
C 3.1178 -0.8187 -0.1115
C -0.1078 0.7813 -2.2913
C -0.2191 2.0655 -2.8527
C -0.9460 2.2506 -4.0319
C -1.5584 1.1635 -4.6634
C -1.4460 -0.1193 -4.1160
C -0.7138 -0.3018 -2.9438
C 1.4511 2.0680 -0.2215
C 2.8190 2.3666 -0.3522
C 3.2991 3.6332 -0.0192
C 2.4190 4.6313 0.4015
C 1.0551 4.3471 0.5376
C 0.5801 3.0624 0.2605
C -0.5968 -4.1290 2.8536
C -1.0314 -5.4192 2.5430
H -0.9174 -7.0700 1.1457
H 0.7709 -5.9390 -0.3063
H 1.5603 -3.6519 0.2615
H 1.6360 -1.7249 1.8675
H -0.9671 -1.6162 3.5314
H -0.6828 0.8407 3.6757
H 0.5040 2.8280 3.5203
H 2.6416 4.0769 3.6060
H 4.8007 2.8532 3.4068
H 4.8036 0.3738 3.1797
H 2.6809 -0.9014 3.3669
H -3.5965 -3.8326 1.1983
H -4.4245 -4.7900 3.3291
H -4.6198 -3.3476 5.3538
H -4.0891 -0.9104 5.2051
H -3.3201 0.0580 3.0483
H -5.5228 -0.7532 0.4486
H -6.9314 1.2100 -0.1178
H -5.8577 3.3886 -0.6887
H -3.3692 3.5731 -0.7851
H -1.9674 1.5557 -0.3570
H -4.9091 -2.3065 -0.9011
H -5.0441 -4.0794 -2.6405
H -2.9488 -5.1338 -3.5090
H -0.7321 -4.4682 -2.5672
H -0.6156 -2.7074 -0.8301
H 1.6708 -0.9204 -3.2097
H 3.5592 -2.4751 -3.6036
H 5.1874 -2.9512 -1.7710
H 4.9026 -1.8746 0.4708
H 2.9884 -0.3412 0.8672
H 0.2689 2.9135 -2.3742
H -1.0289 3.2515 -4.4631
H -2.1248 1.3094 -5.5834
H -1.9158 -0.9829 -4.5966
H -0.6043 -1.3053 -2.5302
H 3.5108 1.6204 -0.7376
H 4.3680 3.8456 -0.1027
H 2.7883 5.6327 0.6258
H 0.3552 5.1238 0.8552
H -0.4777 2.8343 0.3995
H -0.9561 -3.6470 3.7662
H -1.7644 -5.9214 3.1872
C 0.5981 4.3441 10.8065
C 1.1582 3.5494 9.6473
N 1.2542 4.2845 8.3748
C 2.5241 4.9616 8.0748
C 3.4600 4.1186 7.2238
C 0.0807 4.4798 7.6537
C 0.1762 4.8628 6.2737
N -0.9094 5.2780 5.5185
C -2.1846 5.4393 6.0368
C -3.2404 5.7831 5.2157
C -3.0513 5.9858 3.8530
C -1.7519 5.8796 3.3482
C -0.6912 5.5704 4.1789
O -1.0108 4.2476 8.2299
H 0.4979 3.6958 11.6814
H 1.2509 5.1808 11.0708
H -0.3893 4.7259 10.5409
H 2.1690 3.1919 9.8815
H 0.5188 2.6729 9.4685
H 2.2969 5.9108 7.5641
H 3.0071 5.2114 9.0360
H 4.3884 4.6699 7.0439
H 3.7090 3.1798 7.7320
H 2.9975 3.8851 6.2594
H 1.1521 5.0852 5.8400
H -2.3014 5.2539 7.0937
H -4.2232 5.8722 5.6692
H -3.8854 6.2175 3.1947
H -1.5439 6.0242 2.2906
H 0.3432 5.5146 3.8408